[1]
18
Properties=species:S:1:pos:R:3:forces:R:3 method="wB97M-V/def2-TZVPD" e_above_lowest_kcal_mol=204.4 e_tot_ha=-343.810941 homo_energy_ev=-8.794 orbital_gap_ev=9.8763
C 1.19089 -1.21712 1.28917 -2.6 -5.7 -3.0
C 0.07313 0.34300 0.81881 -1.1 6.2 1.6
C -0.63653 1.26925 -0.26794 -1.7 1.9 0.3
C -1.90636 0.31911 -0.66528 3.2 0.9 1.2
C -0.51655 -0.59925 -1.14734 -3.0 1.6 -5.9
C 0.46072 -0.58712 -0.07732 5.7 -6.0 -2.2
H 2.08605 -1.81738 1.19552 0.8 0.5 -0.3
H 0.47224 -2.05976 1.55971 0.1 1.7 1.2
H 2.16693 0.17059 1.43266 3.1 2.6 -1.4
H -0.67191 0.15966 1.55164 -1.1 -0.8 0.3
H -0.87700 2.37403 -0.05534 0.6 -1.6 -0.5
H -2.36658 1.12601 -1.36628 0.0 -2.8 0.9
H -2.33049 -0.11754 0.23538 -1.1 0.2 -0.4
H -0.52498 -1.24442 -2.17461 0.0 0.9 3.1
H 0.90908 1.09736 -1.73867 -3.0 -1.2 0.2
H 1.40754 -0.15403 -0.70544 -1.4 -1.2 1.9
N 1.26173 0.10320 1.71870 -2.1 0.7 3.2
N -0.19790 0.83438 -1.60337 3.6 2.2 -0.4

---

[2]
10
Properties=species:S:1:pos:R:3:forces:R:3 method="wB97M-V/def2-TZVPD" e_above_lowest_kcal_mol=71.9 smiles="CONC=S" e_tot_ha=-607.292266 homo_energy_ev=-8.584 orbital_gap_ev=9.2304
C -2.70127 -0.34561 0.16305 0.0 1.0 0.0
C 0.78155 0.50227 0.09068 -1.0 1.3 1.2
H -3.51515 0.35213 0.48002 0.5 -1.0 -0.2
H -2.41471 -1.07794 0.92358 0.1 0.6 0.3
H -2.92938 -0.90726 -0.71754 -0.8 -0.4 -0.6
H -0.37935 -1.09759 -0.41182 0.0 -0.1 -0.3
H 0.70360 1.56013 0.49791 -0.4 -1.2 -0.9
N -0.38982 -0.15043 -0.06395 -0.4 0.9 -0.1
O -1.64358 0.53952 -0.24104 1.8 -0.6 0.8
S 2.24567 -0.18954 0.00508 0.3 -0.4 -0.3

---

[3]
19
Properties=species:S:1:pos:R:3:forces:R:3 method="wB97M-V/def2-TZVPD" e_above_lowest_kcal_mol=87.9 smiles="C=C1[C@H](C)[N+]1(C)C" e_tot_ha=-290.181786 homo_energy_ev=-14.892 charge=+1 orbital_gap_ev=11.5825
C -1.21806 -0.70123 -0.05376 1.9 -0.1 -0.8
C -1.80738 -1.68830 -0.63629 -0.2 0.2 0.1
C -0.80911 0.44534 0.63829 0.6 0.4 3.7
C -1.14223 1.87029 0.31909 1.8 3.2 -1.4
C 1.35844 -1.01420 1.04242 -0.8 -0.7 0.9
C 1.20965 0.36577 -0.87177 1.3 2.4 -4.9
N 0.45700 -0.22767 0.16842 -1.0 -0.8 -0.9
H -1.29291 -2.40800 -1.21414 0.7 -0.7 -0.4
H -2.87275 -1.82401 -0.57702 -0.4 0.2 0.1
H -0.87520 0.29466 1.79166 0.1 0.3 -1.8
H -0.81219 2.35848 -0.72853 -1.1 -1.9 1.9
H -0.50351 2.59612 0.96694 -1.5 -1.5 -0.5
H -2.22874 2.02218 0.46101 0.7 0.1 0.0
H 0.99709 -2.06560 1.13007 0.0 0.9 0.3
H 2.41468 -1.11164 0.69595 -1.1 0.7 -0.1
H 1.26626 -0.41633 1.94729 0.7 -0.8 0.7
H 0.54392 0.96640 -1.59435 0.8 -0.8 1.3
H 2.11701 1.10329 -0.66378 -2.1 -1.6 0.6
H 1.65857 -0.38983 -1.59115 -0.5 0.5 1.2

---

[4]
16
Properties=species:S:1:pos:R:3:forces:R:3 method="wB97M-V/def2-TZVPD" e_above_lowest_kcal_mol=9.6 e_tot_ha=-234.523485 homo_energy_ev="0.318 / -2.104" charge=-1 orbital_gap_ev="4.0203 / 6.3658" spin_multiplicity=2
C 0.10963 -1.60573 0.99855 -0.9 0.1 -0.3
C -0.43448 -0.81747 -0.16503 -0.4 0.2 0.3
C 0.13615 0.41958 -0.49058 -0.1 -0.1 0.9
C 0.80460 1.26519 0.42558 0.2 0.7 -1.0
C 1.09648 2.62537 0.22804 0.0 -1.3 0.7
C -1.52401 -1.41336 -1.03936 2.4 -0.6 -0.5
H -0.16401 -2.64564 0.80557 0.5 -0.4 0.0
H 1.18844 -1.43460 1.04251 0.1 -0.3 0.2
H -0.30906 -1.44808 2.01325 0.1 0.5 -0.1
H -0.00328 0.80255 -1.50063 -0.4 0.2 0.0
H 1.13122 0.86776 1.38347 -0.2 -0.3 0.1
H 0.59694 3.16884 -0.56107 0.3 0.3 0.0
H 1.63489 3.07108 1.05712 -0.1 0.7 -0.3
H -2.56661 -1.10627 -0.97355 -0.1 0.3 0.2
H -1.11861 -1.24481 -2.05600 -0.8 0.2 -0.2
H -1.44180 -2.50303 -0.93984 -0.5 -0.1 0.1

---

[5]
64
Properties=species:S:1:pos:R:3:forces:R:3 method="wB97M-V/def2-TZVPD" e_above_lowest_kcal_mol=0.8 smiles="O=C1CCN(CCc2ccccc2)CCN1[C@H](CSc1ccccc1)Cc1ccccc1" e_tot_ha=-1669.126541 homo_energy_ev=-8.060 orbital_gap_ev=8.7651
O -0.08640 -3.13964 1.53738 -0.2 -0.3 0.3
C 0.66392 -2.45834 0.86047 0.4 0.1 0.0
N 0.23161 -1.39318 0.14267 -0.2 0.1 0.0
C 1.14956 -0.52092 -0.56433 0.4 0.0 -0.4
H 0.59220 0.35413 -0.90318 0.0 -0.1 0.1
C 1.78600 -1.19273 -1.79565 -0.1 0.2 0.1
N 2.88442 -2.08257 -1.54146 -0.1 0.0 0.0
C 2.60208 -3.16879 -0.64182 0.1 0.1 0.0
C 2.14340 -2.77907 0.77741 0.0 -0.2 0.0
H 2.71918 -1.92984 1.14381 0.1 0.0 0.0
H 2.30849 -3.62463 1.44746 -0.1 0.1 0.0
H 3.50645 -3.77690 -0.56561 0.0 0.0 0.0
H 1.81883 -3.79142 -1.09436 0.1 -0.1 0.1
C 4.23596 -1.60828 -1.64757 0.2 -0.1 0.2
H 4.85564 -2.47703 -1.90248 0.1 0.1 -0.1
C 4.90937 -0.92782 -0.42852 -0.1 -0.1 -0.3
C 4.34909 0.41286 -0.05077 0.1 0.0 0.2
C 3.90896 0.66334 1.24523 0.1 0.0 0.0
C 3.40307 1.90197 1.60062 0.0 0.0 0.1
C 3.33417 2.91623 0.66170 0.0 0.1 0.1
C 3.77437 2.68271 -0.63076 0.0 0.1 -0.1
C 4.27956 1.44440 -0.98144 0.0 -0.1 0.0
H 4.63682 1.28133 -1.98822 0.0 0.0 -0.1
H 3.73108 3.47229 -1.36716 0.0 0.1 -0.1
H 2.95349 3.88839 0.93940 0.0 0.1 0.0
H 3.06028 2.07214 2.61024 0.0 0.0 0.1
H 3.97267 -0.11530 1.99383 0.0 -0.1 0.0
H 5.96239 -0.79748 -0.69624 0.0 -0.1 0.1
H 4.87278 -1.60307 0.42784 0.1 0.0 0.0
H 4.27101 -0.92309 -2.49787 0.1 0.0 0.0
H 2.13148 -0.41036 -2.47394 0.0 0.0 0.0
H 0.99960 -1.76574 -2.30700 -0.1 0.1 0.0
H 1.92830 -0.16302 0.11358 -0.2 0.1 -0.2
C -1.16634 -0.99383 0.23044 -0.3 -0.3 0.2
C -1.49726 -0.50545 1.63925 0.1 0.5 -0.1
H -1.15350 -1.22425 2.38067 -0.1 0.0 0.0
H -2.56751 -0.34906 1.76095 0.0 -0.1 0.0
S -0.61529 1.04471 2.01324 -0.1 0.0 0.1
C -1.22395 2.10940 0.72631 0.1 -0.2 0.3
C -2.55516 2.11361 0.33174 0.0 0.0 0.0
C -2.96562 2.95785 -0.68402 -0.1 0.0 0.0
C -2.06296 3.81085 -1.29666 0.0 0.1 -0.1
C -0.73874 3.81771 -0.88872 0.0 0.1 -0.1
C -0.31645 2.96676 0.11529 -0.1 -0.1 0.1
H 0.71546 2.95012 0.43109 0.1 0.0 0.0
H -0.02860 4.48080 -1.36042 0.1 0.1 -0.1
H -2.39061 4.46895 -2.08742 0.0 0.1 -0.1
H -4.00101 2.94819 -0.99066 -0.1 0.0 0.0
H -3.27544 1.46514 0.80634 -0.1 -0.1 0.1
H -1.30245 -0.15803 -0.46537 0.1 -0.2 0.1
C -2.13566 -2.10778 -0.20867 0.0 0.1 0.0
C -3.50970 -1.53244 -0.39624 0.0 -0.1 -0.1
C -3.78138 -0.70723 -1.48174 0.0 0.0 0.0
C -5.02701 -0.12587 -1.63349 0.0 0.1 -0.1
C -6.02154 -0.36129 -0.69922 -0.1 0.1 0.0
C -5.76423 -1.18690 0.38174 -0.1 0.0 0.1
C -4.51630 -1.76698 0.53180 0.0 0.0 -0.1
H -4.31882 -2.41039 1.37737 0.0 -0.1 0.1
H -6.53694 -1.37836 1.11200 -0.1 0.0 0.1
H -6.99402 0.09402 -0.81498 -0.1 0.0 0.0
H -5.22205 0.51236 -2.48312 0.0 0.1 -0.1
H -3.01019 -0.51987 -2.21622 0.1 0.0 -0.1
H -1.76923 -2.52096 -1.15134 0.0 -0.1 0.0
H -2.14048 -2.89967 0.53858 0.0 0.0 -0.1

---

[6]
44
Properties=species:S:1:pos:R:3:forces:R:3 method="wB97M-V/def2-TZVPD" e_above_lowest_kcal_mol=57.2 e_tot_ha=-1560.527424 homo_energy_ev=-8.103 orbital_gap_ev=7.9937
C -6.76209 -3.40823 0.23653 0.0 -0.2 0.1
H -7.83630 -3.53077 0.10784 0.1 0.0 0.0
O -6.45831 -2.13977 -0.29140 0.1 0.3 -0.1
C -5.16524 -1.71601 -0.26262 0.1 0.1 0.0
C -4.09603 -2.43858 0.25419 -0.4 0.0 -0.1
C -2.81601 -1.91188 0.23188 0.2 0.1 0.0
C -2.58316 -0.65372 -0.30605 -0.3 -0.4 0.1
C -3.65545 0.07368 -0.82341 0.1 -0.1 0.1
C -4.92757 -0.44947 -0.80235 -0.1 -0.2 0.1
H -5.76264 0.10502 -1.19918 -0.1 0.1 -0.1
H -3.48492 1.05679 -1.23975 0.0 0.1 -0.1
N -1.31532 -0.06033 -0.35213 0.2 0.2 -0.2
C -0.15395 -0.48827 0.19171 -0.2 0.1 -0.2
O 0.02774 -1.58402 0.69916 0.0 -0.1 0.1
C 1.00002 0.46609 0.04799 0.2 0.7 0.0
C 0.93449 1.80687 -0.04178 0.4 -0.4 -0.1
C -0.24566 2.63847 0.14929 -0.5 0.3 0.2
C -1.15711 2.43037 1.19008 0.1 0.2 -0.1
C -2.23924 3.28010 1.32246 0.0 0.0 0.0
C -2.37610 4.32356 0.41684 -0.1 -0.1 0.2
N -1.51172 4.54847 -0.55823 -0.2 0.5 -0.3
C -0.47734 3.74138 -0.68078 0.2 -0.5 0.1
H 0.20309 3.96658 -1.49184 0.2 0.0 -0.1
H -3.20494 5.01579 0.47703 -0.1 0.0 0.1
H -2.95624 3.14269 2.11666 -0.1 0.0 0.1
H -1.00264 1.61838 1.88678 0.0 0.0 0.1
H 1.85495 2.33958 -0.23835 0.0 -0.1 0.0
N 2.18379 -0.25969 0.01862 -0.1 -0.5 0.0
C 3.46528 0.18872 -0.13692 -0.4 0.0 0.0
O 3.76176 1.34754 -0.36034 0.0 0.1 0.0
C 4.48135 -0.86277 -0.02863 0.7 -0.2 0.0
C 4.39023 -2.20387 0.24566 -0.1 0.5 -0.1
C 5.64416 -2.83913 0.25709 0.3 -0.1 0.0
C 6.66606 -1.97765 -0.00696 -0.1 0.3 -0.1
S 6.12528 -0.37638 -0.27301 -0.4 -0.5 0.1
H 7.71374 -2.19867 -0.05934 0.2 -0.1 0.0
H 5.78068 -3.88756 0.45282 0.1 -0.2 0.0
H 3.47088 -2.72884 0.43810 -0.2 -0.1 0.0
H 2.02626 -1.24284 0.22019 0.1 0.2 0.0
H -1.29956 0.85090 -0.79047 0.1 -0.2 0.1
H -1.99544 -2.47995 0.63649 0.0 0.0 0.0
H -4.24108 -3.41870 0.67942 0.0 -0.1 0.0
H -6.24034 -4.20439 -0.30417 0.0 0.0 0.0
H -6.51649 -3.47001 1.30160 0.0 0.0 0.0

---

[7]
34
Properties=species:S:1:pos:R:3:forces:R:3 method="wB97M-V/def2-TZVPD" e_tot_ha=-3578.864297 homo_energy_ev="-12.993 / -12.993" charge=+1 orbital_gap_ev="6.7649 / 6.6156" spin_multiplicity=9
Fe 28.71495 13.74827 18.15540 0.4 -1.6 -0.1
Fe 29.27688 11.26060 15.81744 0.6 0.0 0.1
F 28.79481 13.16801 16.30506 -0.1 0.1 0.0
C 29.90219 10.95803 18.64393 1.0 -0.8 0.0
O 30.37084 10.36974 19.62498 -0.8 0.9 -0.8
O 30.18041 10.56824 17.43044 -0.9 0.6 0.5
O 29.12772 12.03683 18.78041 -0.3 0.7 0.1
O 31.19637 11.64162 15.07646 0.3 0.4 -0.4
H 31.95328 11.03634 15.12620 -0.2 -0.1 0.2
H 31.54339 12.48568 14.76055 0.0 -0.1 0.0
O 26.87085 11.41376 20.71921 -0.2 0.3 -0.2
H 27.60696 11.54104 20.11519 0.1 -0.3 0.1
H 26.55397 10.51739 20.56373 0.1 0.0 0.1
O 32.27575 8.66311 16.85975 -0.3 0.1 -0.5
H 31.65271 9.29109 17.24721 0.1 0.0 0.2
H 31.87856 7.79800 17.02282 0.1 0.0 0.2
O 29.58810 7.63982 17.99608 0.1 0.2 -0.2
H 29.86553 8.53595 18.22510 0.0 -0.1 0.2
H 29.59223 7.16302 18.83540 -0.1 0.0 -0.1
O 28.87074 8.88846 21.56606 0.1 -0.2 -0.1
H 29.39412 9.38177 20.92130 -0.1 0.1 0.2
H 29.20110 9.17460 22.42465 -0.1 0.0 0.0
O 30.45488 12.44239 21.71506 -0.2 0.4 -0.4
H 30.10661 11.91831 20.98043 0.2 -0.1 0.3
H 31.19319 12.92758 21.32751 0.1 -0.2 0.2
O 33.01094 12.07852 18.98563 -0.2 0.1 -0.2
H 33.77369 11.48984 19.02782 0.0 0.0 0.1
H 32.25557 11.49327 19.09869 0.1 -0.2 0.2
O 29.40208 9.39375 14.98187 0.0 -0.4 0.3
H 29.32681 8.94312 14.13075 -0.1 0.2 0.0
H 29.81784 8.75651 15.59867 -0.1 0.1 0.0
O 32.35834 8.82189 20.99046 0.0 0.0 -0.1
H 31.97089 8.10698 21.50517 0.0 0.0 0.0
H 31.61291 9.26172 20.56295 0.2 -0.1 0.1

---

[8]
88
Properties=species:S:1:pos:R:3:forces:R:3 method="wB97M-V/def2-TZVPD" smiles="CC[C@@H](I)c1cnc2ccc(CCCCNC(C)=O)cc2n1.CCN(CC)CC.CCN(CC)CC" e_tot_ha=-1782.868301 homo_energy_ev=-8.043 orbital_gap_ev=7.6381
C 1.75049 4.93600 -0.04010 -0.7 0.3 0.4
C 1.73145 5.40931 -1.50993 0.6 -0.4 0.5
C 2.26095 4.36496 -2.55841 -1.2 1.1 0.5
I 3.93041 3.23965 -1.74517 -0.2 0.2 -0.5
C 1.11752 3.43685 -2.96554 0.5 0.1 0.2
C 1.02101 2.97916 -4.31908 0.7 0.2 -0.7
N 0.07698 2.20613 -4.80242 0.3 0.8 1.4
C -0.84125 1.89795 -3.83909 -1.1 -1.1 -0.6
C -1.95774 1.08500 -4.20633 0.2 0.1 -0.5
C -2.92069 0.73814 -3.31234 -0.3 0.0 0.7
C -2.83677 1.15050 -1.93794 -0.3 -0.1 -0.5
C -3.87691 0.79221 -0.88007 0.6 0.4 0.2
C -3.21546 0.03461 0.31871 -0.7 0.7 0.2
C -2.92176 0.98730 1.53559 -0.1 -1.1 -0.2
C -1.67890 0.49419 2.31962 -0.7 -0.1 0.0
N -0.44002 1.22144 1.97655 0.2 -0.1 0.0
C 0.53711 1.08285 3.04350 0.1 0.2 1.0
C 1.85124 0.34538 2.82285 0.4 0.2 -0.3
O 0.31295 1.55575 4.13868 0.1 -0.1 -0.7
C -1.76594 1.91786 -1.57619 0.0 0.0 0.2
C -0.76481 2.31559 -2.50124 -0.1 0.1 0.7
N 0.24293 3.11466 -2.04352 0.1 -0.3 -1.0
H 1.33459 3.93171 0.11169 0.1 0.3 -0.3
H 2.74125 4.96190 0.43049 -0.2 0.1 -0.3
H 1.09900 5.62290 0.53235 0.3 -0.2 -0.1
H 0.70342 5.69158 -1.78771 0.3 -0.2 0.0
H 2.32735 6.33695 -1.54681 -0.1 -0.4 -0.2
H 2.59484 4.97270 -3.41100 0.3 -0.7 0.1
H 1.79780 3.31268 -5.01892 -0.2 -0.2 0.2
H -2.05164 0.76072 -5.24541 0.2 0.2 0.3
H -3.76459 0.13621 -3.65431 0.2 0.1 0.2
H -4.24654 1.74936 -0.46892 -0.1 -0.4 -0.2
H -4.75358 0.28158 -1.29883 0.4 -0.1 0.0
H -2.28160 -0.46369 0.02604 -0.4 0.1 -0.1
H -3.95278 -0.70489 0.67369 0.5 0.0 -0.1
H -2.86605 2.04346 1.23414 0.2 -0.3 0.1
H -3.79212 0.88886 2.20625 0.3 0.3 -0.2
H -1.92414 0.55420 3.39545 0.4 0.0 -0.3
H -1.52843 -0.56307 2.03825 0.0 0.3 0.4
H -0.68424 2.21128 1.94333 0.1 -0.1 0.2
H 2.61627 0.80532 3.46654 -0.4 -0.1 -0.1
H 1.79464 -0.70747 3.14412 -0.3 0.3 -0.3
H 2.23158 0.40330 1.79381 -0.4 -0.2 0.2
H -1.67296 2.23717 -0.53689 0.2 0.1 -0.4
C 4.44533 -0.44655 -3.24192 0.0 -0.1 -0.1
C 5.88790 -0.03832 -2.98245 -0.1 -0.1 -0.1
N 6.64201 -1.01725 -2.21839 0.1 0.0 0.2
C 7.91723 -0.51025 -1.73788 0.1 0.2 0.1
C 8.97875 -0.13215 -2.77678 0.2 0.0 0.1
C 6.66743 -2.36418 -2.76395 -0.2 -0.2 -0.1
C 7.21827 -2.55510 -4.18182 0.1 -0.2 0.0
H 3.92748 -0.67596 -2.30899 0.0 0.0 0.0
H 3.91373 0.37279 -3.72871 0.0 0.0 0.0
H 4.37845 -1.31397 -3.90108 0.0 0.0 0.0
H 5.86452 0.89636 -2.41386 0.2 -0.1 0.0
H 6.36911 0.19334 -3.94441 0.0 0.1 0.0
H 8.34850 -1.23686 -1.04285 -0.1 -0.1 -0.1
H 7.71431 0.37553 -1.12640 -0.1 0.0 -0.1
H 9.44620 -1.01175 -3.21794 0.0 0.0 -0.1
H 9.77457 0.43977 -2.29353 0.0 0.0 0.0
H 8.57399 0.48869 -3.57680 0.0 0.0 0.0
H 5.64793 -2.75907 -2.74146 0.0 0.1 0.0
H 7.22062 -3.01315 -2.07918 0.1 0.2 0.1
H 6.84318 -1.80523 -4.87995 0.0 0.0 0.0
H 6.91313 -3.53240 -4.56380 0.0 0.0 0.0
H 8.30699 -2.53456 -4.20306 0.0 0.1 -0.1
C -7.18266 -2.83166 2.00598 0.0 0.0 0.0
C -5.87040 -3.13253 2.71591 -0.1 0.0 0.0
N -5.64546 -2.31081 3.89249 0.2 0.2 0.1
C -4.28626 -2.40018 4.40182 0.2 0.0 -0.1
C -3.80985 -3.75157 4.94501 0.1 0.0 0.1
C -6.69600 -2.33991 4.89721 -0.3 0.0 0.0
C -7.06946 -3.69569 5.50723 -0.1 0.0 0.2
H -7.25648 -1.77373 1.74791 0.0 0.0 0.1
H -7.24104 -3.40870 1.08150 0.0 0.0 0.0
H -8.04758 -3.10380 2.61280 0.0 0.0 0.0
H -5.06272 -2.93991 2.00295 0.1 0.0 0.2
H -5.83131 -4.20679 2.94927 0.0 -0.1 -0.1
H -4.14453 -1.64151 5.17719 -0.2 0.0 0.0
H -3.60752 -2.10401 3.59374 -0.1 0.0 -0.1
H -4.23534 -3.96801 5.92411 0.0 -0.1 0.0
H -2.72457 -3.73210 5.06970 0.0 0.0 0.0
H -4.04347 -4.57612 4.27052 0.0 0.0 0.0
H -7.59875 -1.90685 4.45750 0.0 0.0 -0.1
H -6.43380 -1.64933 5.70342 0.2 0.0 -0.1
H -7.15845 -4.48170 4.75571 0.0 0.0 0.0
H -8.03771 -3.61686 6.00736 0.0 0.0 0.0
H -6.35113 -4.01619 6.26039 0.0 -0.1 -0.1